Density functional theory data (ωB97M-V/def2-TZVPD) for 3 unconnected molecules or ions with the total composition CH3IO3 in a non-equilibrium geometry.

Properties
ΔE to the lowest compared entry with this formula, charge and spin = 421.4 kJ/mol
HOMO energy = -9.9 eV
Orbital gap = 10.553 eV
Calculated total energy = -563.17832 a.u.

Last column: Mulliken charge in e.
Geometry (Å):
1 I 4.110 0.902 -0.468  -0.03
2 O -1.544 1.109 -0.036  -0.34
3 O 0.180 -1.703 0.541  -0.03
4 O -1.865 0.036 -0.815  -0.31
5 C 1.128 -1.810 1.097  0.03
6 H 2.952 0.145 0.059  0.03
7 H -2.194 1.069 0.729  0.34
8 H -2.767 0.252 -1.108  0.32